{"formula": "C22H35NO3OsP2", "method": "the ωB97M-V functional and the def2-TZVPD basis", "species": ["Os", "P", "P", "N", "H", "C", "H", "H", "H", "C", "H", "H", "H", "C", "H", "H", "H", "C", "H", "H", "H", "C", "H", "H", "H", "C", "H", "H", "H", "C", "C", "C", "C", "C", "C", "H", "H", "H", "H", "H", "C", "O", "C", "H", "H", "H", "C", "H", "H", "H", "O", "C", "O", "C", "C", "C", "C", "C", "C", "H", "H", "H", "H", "H"], "positions_angstrom": [[-0.00565, -0.11714, -0.43773], [2.33262, -0.30751, -0.80924], [-2.37073, 0.08233, -0.39972], [-0.13407, 0.57131, -2.06821], [1.11079, -2.31451, 1.13465], [2.79599, -1.81814, -1.70742], [3.88971, -1.90755, -1.77359], [2.38211, -1.76504, -2.72142], [2.39294, -2.69475, -1.18656], [3.34887, -0.27750, 0.71160], [4.42287, -0.30105, 0.47465], [3.10407, -1.15364, 1.32878], [3.13040, 0.64852, 1.26477], [2.99861, 1.09033, -1.80405], [4.09934, 1.12002, -1.75060], [2.60581, 2.03486, -1.39395], [2.69055, 0.98185, -2.85653], [-3.14491, -1.36335, -1.19833], [-4.24003, -1.30223, -1.13985], [-2.79655, -2.27594, -0.69901], [-2.83703, -1.37868, -2.25138], [-2.99455, 0.11185, 1.31145], [-4.09464, 0.11893, 1.30165], [-2.63001, 1.01561, 1.82300], [-2.63977, -0.78944, 1.83233], [-3.05234, 1.53130, -1.28325], [-4.13662, 1.61740, -1.11010], [-2.86797, 1.42038, -2.36420], [-2.55812, 2.44030, -0.90982], [-0.10158, 1.41967, -3.10041], [-0.03569, 1.80694, -5.50232], [-0.07300, 0.92406, -4.44254], [-0.07630, 2.83476, -2.88604], [-0.04030, 3.69913, -3.96711], [-0.02110, 3.19092, -5.27140], [-0.01169, 1.41215, -6.51969], [-0.08512, -0.16472, -4.56330], [-0.08274, 3.18535, -1.84819], [-0.02127, 4.77595, -3.78732], [0.01239, 3.87826, -6.11430], [0.10826, -2.74097, 0.90408], [-0.39336, -1.98813, -0.19037], [0.21530, -4.18363, 0.40368], [0.09180, -4.90245, 1.22445], [1.20431, -4.35201, -0.02913], [-0.55322, -4.38228, -0.36115], [-0.72842, -2.64331, 2.16915], [-1.69391, -3.15167, 2.04655], [-0.89269, -1.61382, 2.50110], [-0.17615, -3.15337, 2.97167], [-0.79098, 2.87173, 1.70710], [-0.10195, 1.87085, 1.84971], [0.53485, 1.28863, 0.81914], [0.13245, 1.21752, 3.17931], [0.99564, 0.12388, 3.31774], [1.08834, -0.54360, 4.53935], [0.34296, -0.09856, 5.64163], [-0.49908, 1.01353, 5.50999], [-0.58239, 1.69145, 4.29279], [1.57721, -0.19389, 2.44711], [1.74256, -1.41206, 4.61614], [0.40762, -0.63434, 6.59002], [-1.08522, 1.36112, 6.36005], [-1.20922, 2.57441, 4.17461]], "forces_ev_per_a": [[-0.88, -2.53, 1.53], [0.81, 0.20, 0.08], [-0.35, 0.19, 0.34], [-0.15, 1.78, -4.95], [-0.23, -0.48, 0.10], [0.45, 0.00, -0.01], [-0.24, -0.02, -0.02], [-0.02, -0.06, 0.26], [0.01, 0.21, -0.16], [0.40, -0.03, -0.19], [-0.25, -0.02, 0.05], [0.09, 0.28, -0.13], [0.00, -0.35, -0.20], [0.17, -0.12, 0.10], [-0.34, -0.09, -0.03], [0.04, -0.37, -0.21], [0.00, 0.11, 0.44], [-0.19, 0.06, 0.11], [0.22, 0.03, -0.03], [-0.02, 0.29, -0.19], [-0.02, -0.05, 0.26], [-0.63, 0.09, -0.13], [0.22, 0.01, 0.18], [-0.09, -0.31, -0.18], [-0.14, 0.38, -0.21], [-0.23, -0.01, 0.20], [0.30, -0.05, -0.06], [0.04, 0.06, 0.45], [-0.11, -0.29, -0.16], [0.06, 0.44, 0.06], [0.05, 0.09, -0.04], [-0.10, 0.03, 0.58], [0.01, -0.34, -0.10], [-0.01, -0.11, 0.08], [0.02, 0.07, -0.17], [-0.01, 0.22, 0.22], [0.00, 0.44, -0.10], [0.00, -0.05, -0.39], [-0.01, -0.28, -0.15], [-0.02, -0.14, 0.14], [0.09, 0.16, -0.43], [-0.06, -1.89, 0.60], [0.20, -0.26, 0.32], [0.05, 0.09, -0.17], [-0.15, -0.11, -0.16], [0.27, 0.18, 0.34], [-0.01, -0.19, 0.21], [0.12, 0.11, -0.03], [0.10, -0.13, -0.17], [-0.22, 0.09, -0.09], [0.05, -0.68, 0.33], [0.85, 0.32, -1.51], [0.26, 3.05, 3.24], [-0.21, 0.02, 0.51], [-0.20, 0.09, 0.00], [-0.07, 0.33, 0.08], [-0.05, -0.06, -0.42], [0.29, 0.01, -0.10], [0.15, -0.45, -0.11], [-0.43, 0.04, 0.49], [-0.15, 0.21, 0.11], [-0.03, 0.18, -0.25], [0.18, -0.09, -0.16], [0.09, -0.26, -0.01]], "spin_multiplicity": 5, "homo_energy_ev": [-5.41, -7.59], "fmax_ha_per_bohr": 0.1023, "s2": 6.053}

---

{"formula": "C22H35NO3P2PtS", "method": "the ωB97M-V functional and the def2-TZVPD basis", "species": ["P", "P", "C", "C", "H", "H", "H", "H", "C", "H", "H", "H", "C", "H", "H", "H", "C", "H", "H", "H", "C", "H", "H", "H", "Pt", "C", "C", "C", "C", "C", "C", "C", "C", "C", "H", "H", "H", "H", "H", "H", "H", "H", "H", "H", "H", "H", "H", "H", "H", "O", "S", "O", "N", "C", "O", "C", "C", "C", "C", "C", "C", "H", "H", "H", "H"], "positions_angstrom": [[1.88663, -2.06037, -1.65424], [1.18769, 1.23460, -1.70844], [0.89934, -1.08029, -2.88580], [1.51007, 0.22191, -3.27284], [-0.05230, -0.89938, -2.36126], [0.83452, -1.78026, -3.71675], [2.55044, 0.13605, -3.58365], [0.94030, 0.52742, -4.15905], [0.04581, 2.36258, -2.95496], [-0.37271, 3.20593, -2.39445], [-0.78789, 1.80663, -3.42716], [0.65511, 2.81362, -3.75909], [2.40651, 2.60894, -1.71553], [2.36485, 3.23782, -2.61619], [3.41794, 2.23503, -1.52322], [2.09318, 3.21333, -0.85613], [0.56915, -3.31729, -1.82517], [0.63981, -4.23192, -1.25565], [0.65857, -3.59980, -2.87918], [-0.45379, -2.96322, -1.69752], [3.38934, -2.54800, -2.55026], [4.09335, -1.70525, -2.65951], [2.95315, -2.85541, -3.50427], [3.92077, -3.40033, -2.09792], [2.22338, -0.64770, 0.00786], [-2.00001, 2.35305, -0.60254], [-2.91541, 2.36114, -1.57717], [-4.19397, 1.66909, -1.73950], [-4.67643, 0.65323, -0.67213], [-4.03467, -0.66675, -0.91864], [-2.68772, -0.84348, -0.92708], [-1.69217, -0.16576, -0.10190], [-1.66363, 1.27912, 0.41351], [2.38031, -2.57669, 0.90166], [-1.22450, 3.09209, -0.62116], [-2.72240, 2.96195, -2.49982], [-3.93575, 1.16996, -2.69460], [-5.01922, 2.34120, -1.96387], [-4.45252, 0.93789, 0.37946], [-5.71747, 0.41258, -0.85331], [-4.74724, -1.50311, -1.11322], [-2.29434, -1.72518, -1.37287], [-0.70449, -0.24149, -0.53912], [-1.49954, -0.70176, 0.85866], [-2.11294, 1.49785, 1.38804], [-0.60429, 1.51097, 0.64652], [2.56845, -2.41081, 1.99011], [3.18518, -3.22157, 0.50293], [1.43902, -3.14128, 0.77985], [3.54307, 1.27294, 3.12280], [2.82051, 0.04888, 3.34178], [3.58223, -1.16000, 3.57936], [1.74550, -0.23573, 2.07660], [0.51804, -0.71589, 2.52651], [-0.15774, -1.51004, 1.84054], [0.20928, -0.16290, 3.86645], [-1.04726, -0.02700, 4.52150], [-1.05455, 0.53634, 5.80512], [0.17755, 0.85524, 6.43157], [1.41217, 0.73136, 5.76353], [1.38697, 0.29152, 4.43988], [-1.97429, -0.30913, 4.01799], [-1.99092, 0.71036, 6.35964], [0.19089, 1.21564, 7.45981], [2.39110, 0.90156, 6.23349]], "forces_ev_per_a": [[-1.20, 1.93, -0.92], [-0.27, 1.40, -2.85], [1.11, -0.76, 0.12], [0.08, -0.03, 0.22], [0.05, -0.33, -0.58], [-0.57, 0.16, -0.27], [0.20, -0.05, 0.20], [0.28, 0.60, 0.38], [-0.54, 0.38, 0.42], [0.01, -0.22, -0.16], [0.41, 0.13, 0.47], [0.07, -0.54, 0.33], [0.38, -0.08, 0.53], [0.09, -0.38, 0.32], [-0.14, 0.21, -0.03], [0.28, 0.15, -0.08], [0.48, -1.53, 0.33], [0.30, -0.20, 0.34], [-0.01, -0.12, 0.13], [0.36, 0.54, 0.25], [-0.19, -0.64, 0.09], [-0.56, -0.30, 0.05], [0.57, -0.05, -0.27], [-0.29, 0.33, -0.10], [-0.62, 0.13, 1.28], [-0.24, -0.57, -0.38], [0.76, 1.55, 0.30], [-0.28, -1.48, -0.32], [0.63, -0.32, 0.08], [1.40, -1.08, -0.34], [-2.56, -0.11, 0.70], [1.61, 1.13, 1.75], [-0.20, 1.31, -0.04], [0.10, -1.97, 0.82], [0.23, 0.36, -0.44], [-0.07, 0.21, 1.17], [-1.07, -0.50, 0.19], [0.18, 0.47, 0.01], [-0.54, 0.42, -0.66], [-0.45, 0.77, 0.49], [0.94, 0.62, -0.59], [0.07, -1.03, -0.10], [0.17, -0.29, -0.51], [-0.80, -0.33, -1.11], [-0.59, -0.51, -0.05], [-0.28, -0.47, -0.11], [-0.08, -0.21, -1.18], [-0.06, 0.35, 0.06], [0.35, 0.29, 0.26], [-0.31, -0.36, 0.35], [-1.39, -0.14, -1.27], [-0.51, 0.83, 0.48], [0.38, 0.27, -0.16], [-0.19, -1.18, -2.15], [0.96, 1.54, 1.95], [-0.68, 0.27, 0.37], [1.00, 0.19, -0.12], [0.79, -0.05, 0.07], [0.19, -0.01, -0.36], [-0.22, -0.23, -0.20], [0.36, -0.35, 1.43], [0.39, -0.03, 0.12], [0.55, -0.19, -0.44], [-0.13, -0.07, -0.25], [-0.69, 0.22, -0.02]], "spin_multiplicity": 3, "homo_energy_ev": [-5.33, -8.26], "fmax_ha_per_bohr": 0.0621, "s2": 2.015}

---

{"formula": "C22H36AsN6O2PdSeSi3", "method": "the ωB97M-V functional and the def2-TZVPD basis", "species": ["Pd", "N", "N", "C", "O", "O", "H", "H", "H", "Se", "N", "C", "C", "C", "C", "C", "N", "C", "C", "N", "C", "C", "C", "C", "C", "N", "H", "H", "H", "H", "H", "H", "C", "Si", "C", "C", "As", "Si", "C", "C", "C", "Si", "C", "C", "C", "H", "H", "H", "H", "H", "H", "H", "H", "H", "H", "H", "H", "H", "H", "H", "H", "H", "H", "H", "H", "H", "H", "H", "H", "H", "H", "H"], "positions_angstrom": [[-0.03593, 0.59101, -0.12416], [2.91992, -0.57334, -0.49338], [1.53279, -0.95450, -0.51604], [1.31834, -1.64206, 0.86850], [1.81242, -2.75358, 0.94371], [0.67814, -0.90034, 1.62520], [3.21815, -0.40535, -1.44101], [3.44352, -1.37526, -0.14172], [1.40897, -1.69884, -1.20212], [-7.66596, -0.43466, 0.28952], [-6.62286, 1.00444, 0.31979], [-5.39821, 0.57300, 0.20506], [-4.22562, 1.45666, 0.23251], [-4.32916, 2.83274, 0.40448], [-3.17870, 3.57723, 0.52050], [-1.95397, 2.92502, 0.46386], [-1.83934, 1.61636, 0.25472], [-2.96426, 0.88620, 0.12362], [-2.79918, -0.54722, -0.10603], [-1.55207, -0.96864, -0.34484], [-1.33384, -2.26872, -0.48989], [-2.35404, -3.21163, -0.43397], [-3.64536, -2.77798, -0.24792], [-3.88124, -1.41438, -0.08023], [-5.22483, -0.85224, 0.08986], [-6.31155, -1.57265, 0.11443], [-5.31260, 3.28322, 0.45563], [-3.20888, 4.64802, 0.66986], [-1.03874, 3.46151, 0.60417], [-0.31430, -2.58561, -0.65469], [-2.12082, -4.26032, -0.55015], [-4.48306, -3.46336, -0.22888], [2.77944, 5.54105, -0.28152], [1.19049, 4.62236, -0.03647], [0.00578, 5.16430, -1.36221], [0.47098, 5.08082, 1.62490], [1.68097, 2.28165, -0.15634], [2.64210, 1.74960, 2.03759], [1.14199, 1.74821, 3.11279], [3.72452, 0.29499, 2.28520], [3.66065, 3.28192, 2.32284], [1.79170, 1.97370, -2.56339], [2.48586, 0.44490, -3.35626], [2.80756, 3.39868, -3.18806], [0.03245, 2.05892, -3.13313], [2.53886, 6.56314, -0.59086], [3.41034, 5.09657, -1.05262], [3.35968, 5.59155, 0.64097], [-0.19648, 6.22883, -1.19843], [-0.95006, 4.63641, -1.35018], [0.42954, 5.05856, -2.36279], [-0.22838, 5.91302, 1.49610], [1.26076, 5.41375, 2.30164], [-0.05827, 4.27170, 2.12628], [0.29157, 1.28600, 2.62055], [0.88444, 2.76507, 3.41745], [1.35074, 1.16174, 4.01284], [3.19719, -0.65172, 2.20197], [4.09362, 0.38584, 3.31448], [4.58107, 0.30029, 1.61108], [3.03775, 4.12019, 2.64407], [4.19733, 3.58216, 1.42080], [4.40251, 3.09707, 3.10614], [3.54744, 0.26711, -3.17133], [2.37777, 0.63537, -4.42854], [1.91691, -0.45607, -3.12057], [3.76117, 3.44790, -2.65613], [2.30817, 4.36181, -3.07238], [3.02435, 3.25733, -4.25201], [-0.50904, 1.17668, -2.79650], [0.01745, 2.07002, -4.22894], [-0.49816, 2.93896, -2.77512]], "forces_ev_per_a": [[-0.74, -0.89, -0.74], [0.04, -0.13, -0.02], [-0.07, 0.82, 0.66], [-0.19, -0.12, 0.29], [0.01, 0.19, -0.06], [0.29, -0.54, 0.44], [0.05, -0.01, -0.05], [-0.05, -0.04, -0.03], [-0.18, 0.19, -0.21], [-0.25, -0.04, 0.02], [-0.03, -0.12, 0.00], [0.42, 0.09, -0.03], [-0.35, -0.16, 0.05], [-0.17, 0.10, 0.01], [0.04, 0.00, 0.06], [-0.22, -0.14, 0.06], [0.62, 0.39, -0.38], [0.12, -0.20, 0.07], [-0.07, 0.23, -0.08], [0.49, -0.08, 0.23], [-0.04, 0.02, -0.07], [0.02, -0.02, -0.07], [-0.13, -0.02, 0.03], [-0.39, -0.05, -0.02], [0.36, 0.01, -0.04], [-0.04, 0.12, 0.00], [0.04, 0.00, 0.03], [0.01, -0.03, 0.01], [0.08, 0.03, -0.04], [-0.06, -0.07, 0.03], [0.01, 0.02, 0.00], [0.03, 0.00, 0.02], [0.34, 0.07, -0.04], [0.03, -0.06, 0.05], [-0.24, -0.01, -0.29], [-0.07, 0.03, 0.28], [-0.35, -0.47, -0.14], [0.18, 0.49, -0.30], [-0.27, 0.10, 0.24], [0.19, -0.40, -0.08], [0.16, 0.23, 0.08], [0.31, 0.44, 0.20], [0.17, -0.30, 0.13], [0.16, 0.16, -0.11], [-0.26, 0.10, -0.12], [0.05, -0.03, 0.03], [-0.02, 0.08, 0.02], [-0.02, 0.03, -0.06], [0.01, -0.06, -0.03], [0.04, 0.09, -0.02], [-0.06, 0.06, 0.06], [0.05, -0.02, 0.03], [-0.06, 0.02, -0.03], [-0.01, 0.06, 0.06], [-0.07, -0.07, 0.04], [0.00, -0.07, 0.03], [-0.01, 0.03, -0.04], [0.06, -0.02, 0.05], [-0.01, 0.02, -0.06], [0.00, -0.02, 0.04], [0.09, -0.02, -0.02], [0.07, -0.03, 0.08], [-0.06, 0.03, -0.02], [-0.02, 0.06, -0.10], [-0.01, -0.04, 0.01], [0.02, 0.01, -0.10], [0.00, 0.00, -0.09], [0.07, -0.04, -0.02], [-0.02, 0.04, 0.06], [-0.08, -0.08, -0.02], [0.02, 0.04, 0.05], [-0.03, -0.01, -0.01]], "charge": 1, "homo_energy_ev": -10.99, "fmax_ha_per_bohr": 0.0267}